# 1
Here is one molecule with the formula C7H19N3 from OMol25. Energies are from ωB97M-V with the def2-TZVPD basis set.

As for the energy above the lowest of the compared OMol25 structures with the same formula, charge and spin: 106.9 kcal per mole. The electronic energy is -442.21065 Eh. The HOMO energy is -7.92 eV. The calculation puts the HOMO-LUMO gap at 8.82 eV.

ORCA input file:
```
! RIJCOSX wB97M-V def2-TZVPD def2/J DEFGRID3
* xyz 0 1
C 1.052 2.243 0.749
C -0.963 1.378 1.621
C 0.213 0.189 -0.292
C -1.792 0.829 -1.448
C -0.848 -1.497 -1.774
C 2.137 -1.223 -0.029
C 0.039 -1.842 1.115
H 1.987 2.221 -0.093
H 0.807 3.313 0.966
H 1.567 1.797 1.677
H -0.460 0.883 2.488
H -1.424 2.413 1.802
H -1.830 0.630 1.305
H 0.892 0.553 -1.045
H -2.690 0.537 -1.879
H -1.647 1.755 -0.651
H -1.169 1.248 -2.232
H -1.951 -2.190 -1.775
H -0.521 -1.312 -2.892
H -0.052 -2.119 -1.227
H 2.912 -1.335 0.855
H 2.161 -2.150 -0.608
H 2.469 -0.409 -0.577
H 0.599 -1.935 2.081
H -0.965 -1.280 1.130
H -0.159 -2.941 0.768
N -0.070 1.418 0.445
N -1.073 -0.271 -0.842
N 0.779 -0.902 0.361
*
```

***

# 2
Here is a 3-piece molecular cluster, C20H41BClI2N2O12PS overall from OMol25. Energies are from ωB97M-V with the def2-TZVPD basis set.

The electronic energy is -3618.98766 Eh. The HOMO energy is -8.68 eV. The calculation puts the HOMO-LUMO gap at 8.03 eV.

ORCA input file:
```
! RIJCOSX wB97M-V def2-TZVPD def2/J DEFGRID3
* xyz 0 1
C 2.470 4.481 4.679
C 2.956 5.254 3.347
I 5.131 5.673 3.334
C 2.423 4.638 1.967
I 0.250 5.099 1.943
C 2.752 3.093 1.713
B 1.308 2.287 1.614
O 0.650 1.989 0.364
O 0.656 1.786 2.813
O 3.493 2.314 2.679
C 4.915 2.254 2.373
O 5.839 1.774 3.036
O 4.945 2.860 1.049
C 3.632 2.670 0.400
C 3.706 1.085 0.050
C 5.125 0.594 -0.492
O 5.477 -0.577 -0.164
Cl 6.299 1.532 -1.513
P 3.280 3.692 -1.169
O 4.436 4.977 -1.156
O 1.731 4.478 -1.109
S 3.302 2.687 -2.820
H 2.133 5.229 5.469
H 1.668 3.732 4.363
H 3.380 3.869 5.048
H 2.485 6.310 3.418
H 2.849 5.311 1.127
H 0.119 2.743 0.029
H -0.184 1.344 2.549
H 3.467 0.421 0.969
H 2.917 0.770 -0.738
H 4.129 5.717 -1.728
H 1.847 5.436 -1.296
C -3.477 -3.703 3.279
O -3.743 -3.491 1.902
C -5.072 -3.042 1.635
C -5.082 -1.568 1.222
N -4.765 -0.690 2.349
C -4.454 0.687 1.969
C -3.273 0.927 1.012
O -1.995 0.647 1.575
C -1.634 -0.727 1.574
H -2.545 -4.268 3.362
H -3.342 -2.754 3.805
H -4.274 -4.281 3.757
H -5.750 -3.232 2.473
H -5.430 -3.632 0.785
H -6.073 -1.311 0.835
H -4.358 -1.456 0.408
H -3.967 -1.066 2.848
H -4.241 1.227 2.899
H -5.353 1.146 1.542
H -3.261 1.997 0.780
H -3.395 0.417 0.051
H -2.013 -1.257 0.697
H -1.978 -1.202 2.494
H -0.543 -0.792 1.569
C -1.474 -4.772 -5.575
O -0.578 -5.071 -4.517
C 0.749 -4.590 -4.734
C 1.058 -3.400 -3.822
N 0.312 -2.206 -4.223
C 0.316 -1.132 -3.231
C -0.257 -1.431 -1.833
O -1.668 -1.637 -1.810
C -2.083 -2.940 -2.189
H -2.374 -5.377 -5.441
H -1.772 -3.719 -5.554
H -1.039 -5.012 -6.550
H 0.938 -4.353 -5.785
H 1.421 -5.409 -4.457
H 2.129 -3.184 -3.865
H 0.811 -3.703 -2.799
H -0.652 -2.463 -4.405
H -0.269 -0.311 -3.658
H 1.341 -0.759 -3.120
H -0.081 -0.542 -1.218
H 0.265 -2.249 -1.325
H -1.375 -3.712 -1.874
H -2.243 -2.981 -3.268
H -3.046 -3.143 -1.714
*
```

***

# 3
Here is C20H15AuI2N5O4S as an isolated structure from OMol25. Energies are from ωB97M-V with the def2-TZVPD basis set.

As for the energy above the lowest of the compared OMol25 structures with the same formula, charge and spin: 0.0 kcal per mole. The electronic energy is -2474.81522 Eh. The HOMO energy (spin up / spin down) is -10.79 / -11.15 eV. The calculation puts the HOMO-LUMO gap (spin up / spin down) at 6.59 / 5.06 eV.

ORCA input file:
```
! RIJCOSX wB97M-V def2-TZVPD def2/J DEFGRID3
* xyz 1 3
Au -0.543 -0.946 -0.685
N -2.853 2.700 -1.056
C -1.954 1.715 -0.951
S -2.629 0.113 -0.677
N -0.690 2.069 -1.060
N 0.175 1.048 -0.945
C 1.447 1.197 -1.052
C 2.090 2.509 -1.298
C 1.946 3.541 -0.376
C 2.558 4.761 -0.608
C 3.296 4.961 -1.767
C 3.428 3.939 -2.695
C 2.831 2.709 -2.459
C 2.269 -0.036 -0.900
C 3.654 0.009 -0.857
C 4.365 -1.173 -0.706
C 3.683 -2.371 -0.593
C 2.299 -2.344 -0.622
N 1.619 -1.211 -0.770
H -3.837 2.508 -1.008
H -2.532 3.639 -1.221
H 1.355 3.386 0.517
H 2.453 5.560 0.113
H 3.767 5.918 -1.948
H 3.994 4.097 -3.603
H 2.930 1.911 -3.185
H 4.160 0.960 -0.934
H 5.446 -1.151 -0.672
H 4.202 -3.311 -0.476
H 1.706 -3.243 -0.521
I -1.693 -5.556 -1.890
I -2.223 -7.712 -3.363
O -2.613 -4.627 0.032
C -1.985 -3.551 0.270
O -0.999 -3.187 -0.422
C -2.472 -2.720 1.407
C -3.835 -2.633 1.661
C -4.293 -1.791 2.661
C -3.365 -1.080 3.396
C -2.002 -1.178 3.187
C -1.555 -2.004 2.172
N -3.849 -0.165 4.458
O -3.012 0.442 5.089
O -5.046 -0.093 4.625
H -4.532 -3.208 1.067
H -5.346 -1.679 2.875
H -1.322 -0.614 3.808
H -0.494 -2.106 1.983
*
```

***

# 4
Here is Cl2KO10V as an isolated structure from OMol25. Energies are from ωB97M-V with the def2-TZVPD basis set.

As for the energy above the lowest of the compared OMol25 structures with the same formula, charge and spin: 0.0 kcal per mole. The electronic energy is -3216.08731 Eh. The HOMO energy is -7.57 eV. The calculation puts the HOMO-LUMO gap at 3.69 eV.

ORCA input file:
```
! RIJCOSX wB97M-V def2-TZVPD def2/J DEFGRID3
* xyz 0 1
O -0.236 1.437 0.445
V -0.447 0.194 1.384
O 0.497 0.411 2.514
K 0.772 1.672 5.100
Cl -0.517 -2.756 1.623
O -1.147 -4.018 1.651
O 0.501 -2.648 2.632
O 0.053 -2.410 0.327
O -1.491 -1.682 1.855
Cl 0.402 1.962 -3.520
O -0.213 2.896 -4.427
O 0.289 0.631 -4.057
O 1.805 2.252 -3.296
O -0.268 2.059 -2.231
*
```

***

# 5
Here is a 2-piece molecular cluster, C2H3NO3 overall from OMol25. Energies are from ωB97M-V with the def2-TZVPD basis set.

As for the energy above the lowest of the compared OMol25 structures with the same formula, charge and spin: 117.8 kcal per mole. The electronic energy is -358.34194 Eh. The HOMO energy is -10.07 eV. The calculation puts the HOMO-LUMO gap at 10.54 eV.

ORCA input file:
```
! RIJCOSX wB97M-V def2-TZVPD def2/J DEFGRID3
* xyz 0 1
C 0.774 1.062 0.476
C 1.222 1.982 1.232
N -1.066 -2.389 -1.456
O 0.583 0.152 -0.261
O -1.729 -1.315 -0.896
O -1.753 -3.348 -1.476
H -1.058 -0.581 -0.631
H 1.674 2.819 0.828
H 1.352 1.618 2.184
*
```

***

# 6
Here is one molecule with the formula CH3NO3 from OMol25. Energies are from ωB97M-V with the def2-TZVPD basis set.

As for the energy above the lowest of the compared OMol25 structures with the same formula, charge and spin: 57.7 kcal per mole. The electronic energy is -320.25072 Eh. The HOMO energy is -9.34 eV. The calculation puts the HOMO-LUMO gap at 10.02 eV.

ORCA input file:
```
! RIJCOSX wB97M-V def2-TZVPD def2/J DEFGRID3
* xyz 0 1
C -0.096 -0.617 -0.871
N -0.113 0.197 0.282
O 0.562 -0.354 -1.813
O 0.790 1.202 0.349
O -0.687 -0.278 1.407
H -0.593 -1.544 -0.635
H 1.454 0.972 -0.237
H -1.315 0.423 1.518
*
```

***

# 7
Here is C5H11N2O as an isolated structure from OMol25. Energies are from ωB97M-V with the def2-TZVPD basis set.

As for the energy above the lowest of the compared OMol25 structures with the same formula, charge and spin: 230.5 kcal per mole. The electronic energy is -381.29664 Eh. The HOMO energy is -12.83 eV. The calculation puts the HOMO-LUMO gap at 3.80 eV.

ORCA input file:
```
! RIJCOSX wB97M-V def2-TZVPD def2/J DEFGRID3
* xyz 1 1
O 2.948 1.331 0.490
C 2.962 0.069 0.773
C 2.145 -0.824 0.163
C 1.031 -0.334 -0.766
C 1.507 0.178 -2.177
N -3.708 0.496 2.121
C -3.150 0.292 0.738
N -2.005 -0.345 0.359
H 3.765 -0.303 1.393
H 0.720 0.537 -2.864
H 2.178 -1.849 0.525
H 0.718 0.587 -0.221
H 0.139 -0.882 -0.735
H 2.301 0.983 -1.841
H 2.124 -0.553 -2.647
H -4.458 1.101 2.096
H -3.769 -0.467 1.467
H -3.553 0.989 -0.029
H -1.895 -1.007 1.154
*
```

***

# 8
Here is one molecule with the formula C14H18ClFN8 from OMol25. Energies are from ωB97M-V with the def2-TZVPD basis set.

The electronic energy is -1542.35319 Eh. The HOMO energy is -7.72 eV. The calculation puts the HOMO-LUMO gap at 8.10 eV.

ORCA input file:
```
! RIJCOSX wB97M-V def2-TZVPD def2/J DEFGRID3
* xyz 0 1
F 1.096 5.063 1.439
Cl -0.069 -2.966 3.003
N -0.584 2.359 -0.342
N -2.156 3.574 0.907
N -2.547 -0.239 1.332
N -1.321 -1.232 -0.410
C -2.149 -0.397 0.075
C -1.842 2.638 -0.019
C 0.370 3.189 0.087
C -1.192 4.368 1.392
C -1.906 -0.994 2.238
C -0.639 -1.917 0.488
C 0.126 4.244 0.975
C -0.885 -1.878 1.849
N 0.375 -2.722 0.079
N 2.150 -3.497 -0.997
N 3.111 -2.979 -0.092
N -2.611 0.401 -0.932
C 4.498 -1.280 -1.250
C 1.103 -2.502 -1.140
C 1.970 -1.236 -1.137
C 3.268 -1.550 -0.338
C -4.343 1.928 -0.024
C -2.997 1.824 -0.730
H 1.371 2.951 -0.204
H -1.398 5.066 2.223
H -2.126 -0.959 3.293
H 0.976 -3.037 0.875
H 1.747 -4.407 -0.725
H 4.035 -3.440 -0.247
H -2.093 0.163 -1.750
H 4.425 -0.259 -1.646
H 5.431 -1.373 -0.705
H 4.540 -1.930 -2.113
H 0.454 -2.618 -2.019
H 2.191 -0.998 -2.166
H 1.428 -0.419 -0.679
H 3.348 -1.004 0.619
H -4.198 1.814 1.068
H -5.041 1.130 -0.305
H -4.806 2.868 -0.249
H -3.112 2.252 -1.726
*
```

***

# 9
Here is a 3-piece molecular cluster, C7H22F3O9P3 overall from OMol25. Energies are from ωB97M-V with the def2-TZVPD basis set.

The electronic energy is -2280.50333 Eh. The HOMO energy is -9.46 eV. The calculation puts the HOMO-LUMO gap at 6.84 eV.

ORCA input file:
```
! RIJCOSX wB97M-V def2-TZVPD def2/J DEFGRID3
* xyz 0 1
O 2.124 3.963 -3.065
P 0.406 4.100 -3.177
C -1.477 4.481 -3.284
F -2.306 3.371 -3.280
F -1.861 5.294 -2.201
F -1.706 5.272 -4.429
H 2.486 4.865 -3.162
H 0.531 4.616 -4.506
H 0.204 2.701 -3.009
H 0.439 4.909 -1.988
C -2.804 -1.036 -5.072
O -2.285 -2.053 -4.216
P -1.452 -1.491 -2.825
O -0.340 -0.895 -3.684
O -1.102 -3.050 -2.439
C -2.166 -3.994 -2.336
O -0.712 -0.932 -1.385
C 0.673 -1.192 -1.206
H -3.553 -1.484 -5.726
H -3.275 -0.242 -4.489
H -2.004 -0.620 -5.686
H -2.251 -4.540 -3.278
H -3.117 -3.508 -2.110
H -1.930 -4.702 -1.542
H 1.265 -0.450 -1.746
H 0.949 -2.195 -1.530
H 0.895 -1.099 -0.141
C -1.009 0.158 3.728
O -0.152 -0.649 4.537
P 1.487 -0.144 4.604
O 1.712 -0.458 3.127
O 1.829 -1.466 5.520
C 1.060 -1.712 6.695
O 3.081 0.441 4.819
C 4.150 -0.348 4.321
H -2.043 -0.059 3.999
H -0.815 1.218 3.896
H -0.864 -0.084 2.674
H 0.268 -2.427 6.460
H 0.617 -0.795 7.088
H 1.710 -2.147 7.454
H 4.276 -0.173 3.251
H 3.998 -1.411 4.509
H 5.062 -0.033 4.831
*
```

***

# 10
Here is C26H42I2O14P2 as an isolated structure from OMol25. Energies are from ωB97M-V with the def2-TZVPD basis set.

The electronic energy is -3347.51346 Eh. The HOMO energy is -7.63 eV. The calculation puts the HOMO-LUMO gap at 7.80 eV.

ORCA input file:
```
! RIJCOSX wB97M-V def2-TZVPD def2/J DEFGRID3
* xyz 0 1
C -4.938 -0.030 -0.306
C -4.949 -0.725 -1.708
P -3.285 -1.569 -1.847
C -3.064 -2.004 -3.631
O -2.163 -0.324 -1.337
P -1.701 0.697 -2.472
O -2.836 1.295 -3.167
O -0.870 1.850 -1.719
O -0.665 0.015 -3.534
C 0.677 0.290 -3.291
I 1.609 2.055 -4.057
C 1.371 -0.594 -2.602
C 0.703 -1.852 -2.057
I 3.442 -0.320 -2.182
H -4.669 1.026 -0.430
H -5.913 -0.139 0.181
H -4.168 -0.471 0.341
H -5.081 0.005 -2.516
H -5.730 -1.492 -1.696
H -3.171 -1.159 -4.326
H -2.133 -2.562 -3.780
H -3.873 -2.716 -3.855
H -1.425 2.645 -1.694
H 0.353 -2.506 -2.866
H 1.355 -2.370 -1.351
H -0.191 -1.543 -1.500
O 5.426 3.413 3.171
C 4.616 3.291 2.297
O 3.653 2.331 2.284
C 2.926 2.397 1.040
C 3.138 3.807 0.523
C 4.533 4.129 1.038
H 3.329 1.643 0.361
H 1.876 2.182 1.224
H 3.035 3.888 -0.558
H 2.413 4.484 0.981
H 5.309 3.801 0.344
H 4.650 5.185 1.267
O -4.185 -4.091 -1.540
C -4.579 -4.239 -0.415
O -4.692 -3.230 0.474
C -5.082 -3.751 1.761
C -5.739 -5.086 1.466
C -4.972 -5.551 0.233
H -4.188 -3.859 2.377
H -5.766 -3.053 2.243
H -5.695 -5.781 2.302
H -6.790 -4.936 1.209
H -4.067 -6.098 0.498
H -5.593 -6.143 -0.435
O 2.458 4.874 -5.075
C 1.878 4.965 -6.120
O 0.709 5.629 -6.263
C 0.213 5.463 -7.603
C 1.432 5.108 -8.437
C 2.289 4.342 -7.437
H -0.535 4.668 -7.600
H -0.258 6.387 -7.932
H 1.189 4.543 -9.335
H 1.951 6.019 -8.743
H 2.043 3.279 -7.415
H 3.352 4.482 -7.618
O -2.916 -4.483 3.878
C -2.611 -3.540 4.553
O -2.914 -3.438 5.867
C -2.510 -2.148 6.362
C -1.440 -1.669 5.397
C -1.892 -2.294 4.083
H -3.384 -1.492 6.373
H -2.135 -2.251 7.378
H -1.345 -0.585 5.362
H -0.471 -2.081 5.684
H -2.601 -1.657 3.549
H -1.052 -2.547 3.441
O 4.415 -2.048 4.818
C 5.349 -1.325 5.010
O 6.448 -1.698 5.718
C 7.337 -0.577 5.862
C 6.976 0.368 4.729
C 5.483 0.116 4.565
H 7.173 -0.129 6.846
H 8.367 -0.923 5.801
H 7.227 1.406 4.937
H 7.500 0.072 3.818
H 4.888 0.748 5.226
H 5.166 0.238 3.534
*
```

***

# 11
Here is a 2-piece molecular cluster, C2H4N2OS overall from OMol25. Energies are from ωB97M-V with the def2-TZVPD basis set.

As for the energy above the lowest of the compared OMol25 structures with the same formula, charge and spin: 150.7 kcal per mole. The electronic energy is -661.34537 Eh. The HOMO energy (spin up / spin down) is -10.70 / -10.70 eV. The calculation puts the HOMO-LUMO gap (spin up / spin down) at 7.64 / 7.64 eV.

ORCA input file:
```
! RIJCOSX wB97M-V def2-TZVPD def2/J DEFGRID3
* xyz 0 1
C -3.142 0.260 -0.026
C 0.113 0.531 0.648
N -4.166 0.793 -0.056
N -0.214 -1.446 -1.452
O -0.744 -1.954 1.027
S -0.783 -0.986 -0.069
H 1.104 0.326 1.017
H 0.433 1.131 -0.338
H -0.654 0.927 1.313
H -0.133 -0.738 -2.171
*
```

***

# 12
Here is an isolated ion of composition C5H17OSi2 and charge +1 from OMol25. Energies are from ωB97M-V with the def2-TZVPD basis set.

As for the energy above the lowest of the compared OMol25 structures with the same formula, charge and spin: 0.0 kcal per mole. The electronic energy is -854.68832 Eh. The HOMO energy is -14.38 eV. The calculation puts the HOMO-LUMO gap at 11.37 eV.

ORCA input file:
```
! RIJCOSX wB97M-V def2-TZVPD def2/J DEFGRID3
* xyz 1 1
C -0.127 -0.769 1.572
C 2.604 -1.384 -0.291
C 2.247 2.015 0.167
C -2.146 -0.978 -1.609
C -2.793 0.869 0.845
O -0.075 -0.117 0.264
Si 1.650 0.239 -0.590
Si -1.548 0.443 -0.526
H -0.683 -0.271 2.249
H -0.411 -1.795 1.377
H 0.859 -0.922 1.914
H 2.916 -1.753 -1.197
H 3.566 -1.275 0.208
H 2.111 -2.181 0.178
H 2.745 2.528 -0.644
H 1.435 2.593 0.644
H 2.970 1.862 0.887
H -1.902 -1.849 -0.961
H -3.064 -0.748 -2.024
H -1.515 -1.037 -2.456
H -2.089 1.440 1.592
H -3.634 1.327 0.418
H -3.272 0.057 1.281
H 1.153 0.044 -1.953
H -0.997 1.662 -1.347
*
```